C5H6N2O as an isolated structure at a distorted geometry, computed with wB97M-V/def2-TZVPD.

```
14
Properties=species:S:1:pos:R:3:forces:R:3
C 2.585 -0.628 -0.264 0.4 0.6 2.3
C 1.377 -0.022 0.413 -0.2 0.1 -0.6
C -0.397 0.707 -0.066 -2.3 1.8 -0.3
C -1.198 -1.257 0.023 -0.2 -1.2 0.3
C -0.021 -0.583 0.057 0.5 -2.6 0.7
H 3.383 0.139 -0.371 -0.4 -0.7 -0.1
H 2.927 -1.426 0.471 -0.2 0.6 -1.4
H 2.214 -0.988 -1.190 0.4 -0.6 -1.0
H 1.456 0.062 1.498 0.1 -0.1 -0.1
H 1.044 2.152 0.328 0.0 1.1 0.7
H -1.554 -2.326 0.013 0.6 1.5 0.1
N 0.800 1.320 -0.136 2.5 -1.1 -0.1
N -1.656 0.932 -0.058 -1.1 1.4 -0.4
O -2.194 -0.334 -0.046 -0.1 -1.0 -0.1
```
Forces are in eV/Å.

The value obtained for the energy above the lowest of the compared OMol25 structures with the same formula, charge and spin is 365.98 kJ/mol. The calculation puts the largest force on an atom at 0.057 Eh/bohr. For the LUMO energy, the calculation gives 0.0268 Ha. The gap between HOMO and LUMO is 9.9 eV. For the HOMO energy, the calculation gives -9.19 eV. The net charge is 0.

Atom charges from the Löwdin analysis, given in e for atoms 1 to 8: C -0.05; C -0.23; C -0.46; C -0.03; C -0.10; H 0.09; H 0.10; H 0.06

=====

A single C5H6N2O molecule at a distorted geometry, computed with wB97M-V/def2-TZVPD.

```
14
Properties=species:S:1:pos:R:3:forces:R:3
C -2.270 1.916 -0.615 -2.4 1.1 1.0
C -1.604 0.809 -0.284 1.8 -1.1 2.5
C 0.525 -0.101 -0.018 0.9 0.7 -1.4
C 0.189 -1.213 0.842 -2.0 2.8 1.2
C 1.796 -0.332 -0.570 -1.3 -2.0 1.6
H -3.320 1.830 0.004 2.1 1.0 -2.6
H -1.737 2.965 -1.175 -1.8 -3.6 2.2
H -1.749 -0.310 0.373 -1.0 3.9 -2.5
H -0.652 -1.276 1.593 0.9 -0.1 -1.3
H 3.333 -1.674 0.493 -5.2 0.3 -1.9
H 2.425 -0.091 -1.452 -0.9 0.6 1.1
N 1.155 -2.010 0.988 4.3 -0.6 -1.5
N 2.148 -1.537 0.064 3.8 -1.3 2.5
O -0.239 1.022 -0.242 0.9 -1.6 -0.8
```
Forces are in eV/Å.

The value obtained for the energy above the lowest of the compared OMol25 structures with the same formula, charge and spin is 545.32 kJ/mol. The calculation puts the largest force on an atom at 0.108 Eh/bohr. The SMILES is C=COc1cn[nH]c1. For the LUMO energy, the calculation gives 0.0240 Ha. The gap between HOMO and LUMO is 9.1 eV. For the HOMO energy, the calculation gives -8.46 eV. The net charge is 0.

Atom charges from the Löwdin analysis, given in e for atoms 1 to 8: C -0.04; C -0.26; C -0.28; C -0.19; C -0.03; H 0.10; H 0.16; H 0.17

=====

C5H6N2O as an isolated structure, computed with wB97M-V/def2-TZVPD.

```
14
Properties=species:S:1:pos:R:3:forces:R:3
C -0.886 0.885 0.450 -0.3 0.4 0.0
C 0.393 -1.344 0.065 -0.1 0.0 0.0
C 0.039 -0.875 1.456 -0.1 0.1 -0.3
C 0.133 -0.073 -0.867 0.4 -0.1 -0.2
C 1.168 0.742 -1.207 -0.4 -0.1 0.3
N -0.654 0.210 1.573 0.1 -0.2 0.0
N -1.569 1.797 -0.016 0.3 -0.3 0.0
O -0.544 -2.271 -0.036 0.1 0.3 0.2
H -2.284 2.164 0.610 0.1 -0.1 0.0
H 1.442 -1.670 -0.072 0.0 0.1 0.0
H 0.215 -1.512 2.312 0.0 0.0 0.0
H -0.657 -0.229 -1.596 0.0 0.0 0.0
H 2.040 0.827 -0.565 0.0 0.0 0.0
H 1.164 1.350 -2.104 0.0 0.0 0.0
```
Forces are in eV/Å.

The value obtained for the energy above the lowest of the compared OMol25 structures with the same formula, charge and spin is 461.81 kJ/mol. The calculation puts the largest force on an atom at 0.010 Eh/bohr. For the LUMO energy (alpha / beta), the calculation gives -0.0563 / -0.0562 Ha. The gap between HOMO and LUMO (alpha / beta) is 6.9 / 6.9 eV. For the HOMO energy (alpha / beta), the calculation gives -8.46 / -8.46 eV. The net charge is 0.

Atom charges from the Löwdin analysis, given in e for atoms 1 to 8: C -0.29; C -0.52; C -0.02; C -0.17; C 0.13; N 0.12; N 0.18; O -0.11

=====

C5H6N2O as an isolated structure at a distorted geometry, computed with wB97M-V/def2-TZVPD.

```
14
Properties=species:S:1:pos:R:3:forces:R:3
C 1.284 -0.659 0.583 2.9 -2.7 0.7
C 0.555 0.410 -0.155 -2.1 -2.3 0.9
C -0.773 0.406 0.731 0.6 4.3 -0.5
C -1.357 -0.612 -0.157 -0.9 -1.4 -0.7
C 1.313 1.530 -0.649 -0.6 1.0 -0.1
H 1.367 -0.542 1.745 0.1 0.0 -1.7
H -0.648 0.275 1.737 0.3 -0.7 2.6
H -1.077 1.473 0.602 -0.9 -1.0 0.0
H -1.400 -1.683 0.134 0.9 0.4 0.4
H -2.372 -0.475 -0.473 -0.6 0.7 -0.4
H 0.061 -0.710 -1.874 -0.5 -0.4 0.4
N -0.362 -0.210 -1.096 1.6 0.5 -3.1
N 1.704 2.476 -1.174 0.3 -0.3 0.3
O 1.705 -1.681 0.044 -1.0 2.0 1.2
```
Forces are in eV/Å.

The value obtained for the energy above the lowest of the compared OMol25 structures with the same formula, charge and spin is 267.61 kJ/mol. The calculation puts the largest force on an atom at 0.085 Eh/bohr. For the LUMO energy, the calculation gives 0.0141 Ha. The gap between HOMO and LUMO is 9.9 eV. For the HOMO energy, the calculation gives -9.51 eV. The net charge is 0.

Atom charges from the Löwdin analysis, given in e for atoms 1 to 8: C -0.20; C -0.42; C -0.08; C -0.19; C -0.12; H 0.16; H 0.07; H 0.15

=====

A single C5H6N2O molecule at a distorted geometry, computed with wB97M-V/def2-TZVPD.

```
14
Properties=species:S:1:pos:R:3:forces:R:3
C 0.486 2.866 0.944 2.6 2.7 1.3
C -0.068 1.702 0.578 -2.1 1.4 -0.3
C -0.139 -0.205 -0.545 -0.6 0.5 1.1
C 0.418 -1.128 -1.360 0.4 -6.9 -3.4
C 0.175 -2.439 -0.727 -3.1 5.2 1.3
H 1.411 3.468 0.444 -2.3 -2.2 0.5
H 0.357 3.513 1.974 -0.6 -2.4 -2.6
H -1.117 1.286 1.136 3.6 1.1 -1.9
H 0.575 -1.204 -2.563 0.4 1.1 3.4
H 0.413 -3.470 -1.004 -0.4 0.6 0.3
H -1.183 -2.771 1.011 1.1 2.7 -1.6
N -0.748 -2.019 0.342 1.3 -3.6 -0.4
N -0.907 -0.650 0.503 2.1 -2.1 -2.2
O 0.326 1.052 -0.734 -2.5 2.0 4.4
```
Forces are in eV/Å.

The value obtained for the energy above the lowest of the compared OMol25 structures with the same formula, charge and spin is 483.67 kJ/mol. The calculation puts the largest force on an atom at 0.150 Eh/bohr. The SMILES is C=COc1cc[nH]n1. For the LUMO energy, the calculation gives 0.0353 Ha. The gap between HOMO and LUMO is 9.6 eV. For the HOMO energy, the calculation gives -8.63 eV. The net charge is 0.

Atom charges from the Löwdin analysis, given in e for atoms 1 to 8: C -0.04; C -0.18; C -0.48; C -0.05; C -0.01; H 0.10; H 0.10; H 0.17

=====

A single C5H6N2O molecule at a distorted geometry, computed with wB97M-V/def2-TZVPD.

```
14
Properties=species:S:1:pos:R:3:forces:R:3
C 1.280 -1.380 -1.799 0.5 -2.8 0.1
C 0.099 -0.272 0.017 -1.2 2.1 -2.4
C -0.529 1.852 0.372 -0.4 -2.7 -0.4
C -1.005 0.862 1.438 -1.7 2.4 1.3
C -0.696 -0.405 1.202 0.8 0.8 1.2
H 1.563 -2.471 -1.895 0.2 0.5 -0.6
H 0.463 -2.219 -0.293 -0.3 -1.3 1.0
H -1.299 2.466 -0.157 0.4 -0.6 0.6
H 0.250 2.522 0.731 0.0 0.1 0.2
H -1.580 1.253 2.263 0.0 -0.3 0.4
H -0.762 -1.243 1.886 -0.3 0.1 -0.3
N 0.584 -1.324 -0.659 0.2 -0.5 0.5
N 0.069 0.888 -0.558 1.1 0.3 0.2
O 1.563 -0.529 -2.548 0.8 1.9 -1.8
```
Forces are in eV/Å.

The value obtained for the energy above the lowest of the compared OMol25 structures with the same formula, charge and spin is 99.49 kJ/mol. The calculation puts the largest force on an atom at 0.066 Eh/bohr. The SMILES is O=CNC1=NCC=C1. For the LUMO energy, the calculation gives 0.0248 Ha. The gap between HOMO and LUMO is 9.8 eV. For the HOMO energy, the calculation gives -9.13 eV. The net charge is 0.

Atom charges from the Löwdin analysis, given in e for atoms 1 to 8: C -0.39; C -0.39; C -0.16; C -0.07; C -0.01; H 0.14; H 0.12; H 0.13

=====

C5H6N2O as an isolated structure at a distorted geometry, computed with wB97M-V/def2-TZVPD.

```
14
Properties=species:S:1:pos:R:3:forces:R:3
C -2.217 -0.574 -0.926 0.0 1.1 4.8
C -0.930 0.230 -1.051 -1.3 -1.2 -3.6
C 0.014 -0.012 0.001 5.1 -1.9 3.2
C 1.398 0.391 1.710 2.3 5.2 4.2
C 1.687 -0.792 1.268 -0.2 -5.4 -1.7
H -2.054 -1.692 -0.915 0.1 1.3 0.9
H -2.785 0.014 0.179 1.7 -2.5 -3.0
H -2.947 -0.418 -1.622 -1.5 0.9 -2.3
H -0.076 1.858 0.938 1.9 -2.3 0.3
H 1.966 1.024 2.598 -2.0 -1.7 -2.7
H 2.331 -1.661 1.637 -0.8 1.9 -0.5
N 0.461 0.911 0.885 -3.5 4.2 -0.3
N 0.811 -1.100 0.222 -1.4 0.4 -1.1
O -0.631 0.842 -2.073 -0.5 -0.1 1.7
```
Forces are in eV/Å.

The value obtained for the energy above the lowest of the compared OMol25 structures with the same formula, charge and spin is 211.71 kJ/mol. The calculation puts the largest force on an atom at 0.138 Eh/bohr. For the LUMO energy, the calculation gives 0.0204 Ha. The gap between HOMO and LUMO is 9.9 eV. For the HOMO energy, the calculation gives -9.34 eV. The net charge is 0.

Atom charges from the Löwdin analysis, given in e for atoms 1 to 8: C -0.01; C -0.41; C -0.31; C -0.18; C -0.18; H 0.10; H 0.19; H 0.01

=====

C5H6N2O as an isolated structure at a distorted geometry, computed with wB97M-V/def2-TZVPD.

```
14
Properties=species:S:1:pos:R:3:forces:R:3
C 1.959 0.685 0.175 0.4 1.7 -0.1
C 1.286 -0.650 -0.116 -5.1 10.1 1.0
C -0.922 0.785 -0.239 -4.1 -14.0 -0.2
C -2.196 0.272 -0.127 -1.1 5.5 -0.7
C -1.135 -1.395 0.080 3.4 6.8 -2.2
H 3.153 0.628 0.165 -2.8 -0.1 0.6
H 1.766 1.476 -0.854 0.0 -2.1 3.7
H 1.342 0.899 1.381 2.4 0.3 -4.0
H -0.634 1.634 -0.169 3.9 10.2 0.3
H -3.001 1.073 -0.232 0.4 -1.9 0.4
H -0.855 -2.219 0.250 3.9 -11.9 2.2
N -0.159 -0.469 -0.164 -1.0 3.4 0.4
N -2.300 -1.058 0.093 -5.4 2.3 -0.2
O 1.696 -1.662 -0.243 5.0 -10.2 -1.2
```
Forces are in eV/Å.

The value obtained for the energy above the lowest of the compared OMol25 structures with the same formula, charge and spin is 456.64 kJ/mol. The calculation puts the largest force on an atom at 0.284 Eh/bohr. For the LUMO energy, the calculation gives 0.0166 Ha. The gap between HOMO and LUMO is 9.7 eV. For the HOMO energy, the calculation gives -9.25 eV. The net charge is 0.

Atom charges from the Löwdin analysis, given in e for atoms 1 to 8: C -0.03; C -0.59; C 0.00; C -0.15; C -0.22; H 0.10; H 0.16; H 0.20

=====

A single C5H6N2O molecule at a distorted geometry, computed with wB97M-V/def2-TZVPD.

```
14
Properties=species:S:1:pos:R:3:forces:R:3
C 0.930 -2.020 -0.777 -1.0 0.2 0.8
C 1.085 -0.538 -0.915 -0.4 0.1 -0.5
C 0.131 0.329 -0.140 1.0 0.8 -0.6
C -0.796 2.094 0.600 0.9 1.2 0.5
C -1.408 1.061 1.260 -0.7 0.7 -0.4
H 1.529 -2.610 -1.467 0.3 -0.4 -0.2
H 2.109 -0.266 -0.670 0.2 0.0 0.3
H 1.060 -0.272 -1.995 -0.3 -0.2 0.5
H -0.884 3.177 0.660 -0.4 -0.4 0.4
H -2.181 0.996 2.035 0.4 0.1 -0.7
H -1.134 -1.003 0.893 0.5 0.3 -0.2
N 0.235 1.651 -0.192 -1.0 -1.0 -0.2
N -0.848 -0.047 0.695 -0.3 -1.5 0.7
O 0.171 -2.550 0.013 0.6 0.2 -0.6
```
Forces are in eV/Å.

The value obtained for the energy above the lowest of the compared OMol25 structures with the same formula, charge and spin is 0.40 kJ/mol. The calculation puts the largest force on an atom at 0.033 Eh/bohr. The SMILES is O=CCc1ncc[nH]1. For the LUMO energy, the calculation gives 0.0306 Ha. The gap between HOMO and LUMO is 9.5 eV. For the HOMO energy, the calculation gives -8.65 eV. The net charge is 0.

Atom charges from the Löwdin analysis, given in e for atoms 1 to 8: C -0.23; C -0.08; C -0.36; C -0.17; C -0.10; H 0.12; H 0.13; H 0.14

=====

A 2-piece molecular cluster, C5H6N2O overall at a distorted geometry, computed with wB97M-V/def2-TZVPD.

```
14
Properties=species:S:1:pos:R:3:forces:R:3
C 1.932 -0.877 0.049 0.4 0.9 1.0
C 0.606 -1.257 -0.177 -1.1 -0.9 -1.0
C 2.020 0.493 0.326 -1.7 -1.0 -0.7
C -0.163 -0.083 -0.135 0.8 -0.4 0.7
C -1.574 0.160 -0.213 -0.1 -0.4 -0.7
N 0.734 0.950 0.107 -0.2 -2.4 -0.1
N -2.718 0.755 0.380 0.2 1.9 1.7
O -2.602 -0.659 0.116 0.3 -1.3 -0.4
H 2.738 -1.551 0.189 0.6 -0.4 -0.2
H 0.260 -2.294 -0.462 0.4 1.5 0.6
H 2.824 1.108 0.700 -0.1 0.0 -0.3
H -1.577 0.608 -2.613 -0.1 -0.1 0.7
H 0.231 1.744 0.273 -0.1 3.3 0.8
H -2.711 0.904 1.460 0.6 -0.6 -2.0
```
Forces are in eV/Å.

The value obtained for the energy above the lowest of the compared OMol25 structures with the same formula, charge and spin is 718.35 kJ/mol. The calculation puts the largest force on an atom at 0.065 Eh/bohr. For the LUMO energy (alpha / beta), the calculation gives -0.0033 / -0.0066 Ha. The gap between HOMO and LUMO (alpha / beta) is 8.8 / 7.0 eV. For the HOMO energy (alpha / beta), the calculation gives -8.89 / -7.20 eV. The net charge is 0.

Atom charges from the Löwdin analysis, given in e for atoms 1 to 8: C -0.11; C -0.04; C -0.07; C -0.26; C -0.31; N 0.06; N 0.07; O -0.02